1.
Entry from the OMol25 dataset: a 2-piece molecular cluster, C29H24BF6NO2S overall (the ωB97M-V functional and the def2-TZVPD basis).

The geometry in XYZ format:
```
64
Properties=species:S:1:pos:R:3:forces:R:3
S -1.0430 -3.0436 3.7170 0.22 0.65 0.21
F -3.8329 -3.4676 -0.2771 -0.23 1.13 -0.32
F -3.4582 -1.9899 -1.8689 -0.81 -0.17 1.21
F -3.4693 2.9908 -0.0834 -0.22 -0.40 1.13
F -5.3650 -1.9552 -0.7563 1.15 -0.22 0.04
F -4.9769 2.5876 1.4742 1.22 -0.05 -0.31
F -2.9583 3.2576 2.0457 -0.59 -0.62 -0.75
O 3.9839 -2.3653 1.8075 0.90 0.05 0.88
O 4.3185 -1.3264 3.8739 0.62 -0.55 -0.48
N 1.6764 -0.7244 1.4884 -0.33 0.33 -0.19
C -2.1647 -0.8214 2.4194 -0.67 0.45 -0.93
C -3.4161 -1.2089 0.3843 -0.21 0.18 0.05
C 0.2707 -0.8176 -1.8116 -0.18 -0.28 0.18
C -1.4808 -1.3493 3.5782 -0.63 -0.42 1.97
C 1.8422 -1.2439 2.8438 2.72 -0.56 -0.45
C -3.6795 0.1548 0.2552 0.11 -0.34 0.19
C 1.9048 0.5902 -0.3661 0.31 0.31 0.20
C 0.0417 -3.9618 6.1544 0.28 -0.33 0.15
C 0.9479 -1.3175 0.4658 0.36 0.46 0.04
C -2.6943 -1.7001 1.4579 0.24 0.36 0.15
C -3.6405 2.4618 1.1703 -0.15 0.77 -0.12
C -0.4522 -2.0139 -1.8018 -0.03 0.16 -0.21
C 0.9895 -0.4757 -0.6708 -0.33 -0.41 0.01
C -2.4268 0.5618 2.2921 0.05 -0.69 0.05
C 3.5452 2.3138 -0.6347 -0.23 0.13 -0.08
C 3.3685 1.1471 1.5110 0.20 0.55 -0.06
C -3.2028 1.0192 1.2332 -0.01 0.14 0.06
C 1.6299 -0.2009 3.9103 -0.49 0.38 0.39
C 5.6116 -1.8854 3.4907 -0.09 0.28 0.47
C -4.0174 -2.1545 -0.6172 -0.06 -0.57 -0.91
C 0.3385 -2.5633 0.4353 -0.50 -0.11 -0.12
C 2.4893 1.5691 -1.1679 0.17 -0.01 0.43
C 5.3884 -2.5659 2.1388 -0.20 -0.15 -0.54
C 3.9627 2.1200 0.6928 -0.20 -0.34 0.11
C -0.9037 -1.6073 5.8366 0.17 -0.74 -0.34
C -1.4559 -0.7603 4.8392 0.42 -0.58 -0.95
C -0.5893 -2.8751 5.3730 -0.74 1.39 0.11
C -0.4191 -2.8807 -0.6973 0.46 0.26 0.15
C 2.3295 0.3978 0.9755 -0.25 -0.64 -0.62
B 3.4589 -1.6794 2.8728 -2.10 0.01 -0.25
H 0.4567 -3.2520 1.2702 -0.23 0.11 -0.22
H 0.2697 -0.1394 -2.6680 -0.04 -0.36 0.14
H 1.1876 -2.1158 2.9733 0.30 0.42 -0.11
H -2.0533 1.2503 3.0494 -0.11 -0.11 -0.31
H -1.0459 -2.2851 -2.6738 0.15 0.05 0.24
H 4.0520 3.0551 -1.2565 -0.19 -0.18 0.24
H 2.4159 0.5589 3.8906 -0.28 -0.13 0.11
H 6.0066 -2.1088 1.3562 -0.21 -0.22 0.10
H -0.9869 -3.8090 -0.7169 0.20 0.11 -0.10
H -0.5279 -4.8960 6.0800 0.18 0.13 0.09
H 5.9199 -2.6047 4.2625 -0.04 0.34 -0.17
H 2.1187 1.7092 -2.1840 0.31 0.03 0.19
H 3.7071 0.9726 2.5298 0.10 0.20 -0.30
H -4.2725 0.5213 -0.5728 0.00 0.02 0.05
H -1.8156 0.2495 5.0107 0.13 -0.17 0.06
H 5.5878 -3.6423 2.1957 -0.05 0.23 -0.16
H 0.6551 0.2862 3.7922 0.29 -0.01 0.09
H 4.7696 2.7323 1.1012 -0.20 -0.23 -0.17
H -2.5471 -2.7714 1.5710 -0.07 0.24 -0.10
H -0.7251 -1.3151 6.8682 -0.06 -0.02 -0.20
H 1.6635 -0.6903 4.8903 -0.03 0.17 -0.14
H 0.0998 -3.6512 7.2039 -0.04 -0.18 -0.19
H 6.3454 -1.0717 3.4143 -0.24 -0.21 0.18
H 1.0667 -4.1455 5.8041 -0.21 -0.08 0.09
```
Forces are in eV/Å.

## Properties
**Molecular weight**: 575.4 g mol⁻¹
**Energy relative to the best compared isomer or geometry (same formula, charge and spin)**: 0.00 kcal per mole
**LUMO**: -0.19 eV
**SMILES**: Cc1ccc(-c2cc(C(F)(F)F)cc(C(F)(F)F)c2)s1.C[C@H](B1OCCO1)n1c2ccccc2c2ccccc21
**F_max**: 2.82 eV/Å

2.
Entry from the OMol25 dataset: C15H23AlBr2ClN3 as an isolated structure (the ωB97M-V functional and the def2-TZVPD basis).

The geometry in XYZ format:
```
45
Properties=species:S:1:pos:R:3:forces:R:3
Br -1.6865 -0.9761 3.4935 0.00 0.02 0.03
Br -0.6651 1.1723 1.1483 -0.18 0.32 0.13
Cl -0.9766 -4.2273 -0.1897 0.02 0.16 0.10
Al -0.4335 -3.5760 1.8522 -0.19 -0.49 -0.11
N -0.7069 3.7747 -3.4432 0.08 -0.01 0.00
N 0.6115 4.5097 -1.8980 -0.02 0.03 -0.10
N 1.9083 -4.1880 4.5934 -0.04 0.04 0.09
C 2.4194 -2.1196 3.5378 -0.18 0.05 -0.07
C 1.4818 -4.0553 2.1731 0.20 0.12 0.11
C -1.5779 -4.5377 3.1928 0.29 0.13 -0.23
C -0.8145 2.9145 -2.3752 -0.11 -0.06 -0.07
C -1.4067 3.6376 -4.7301 -0.06 0.07 -0.07
C 0.1638 4.7291 -3.1309 -0.02 0.01 0.01
C -1.5987 -5.9471 2.8721 -0.30 -0.11 0.23
C 0.4281 -1.1062 -0.1980 -0.11 0.16 -0.03
C -1.6334 -7.1278 2.6319 0.46 0.26 -0.14
C 1.5868 5.3360 -1.1853 -0.02 0.00 -0.02
C 0.0091 3.3769 -1.4057 0.18 0.15 0.09
C -0.7315 -1.5755 1.9613 -0.12 -0.18 0.26
C -2.2402 4.8630 -5.0619 0.02 0.01 0.07
C -0.3197 -0.7257 1.0471 0.15 0.00 -0.26
C 1.9246 -3.5444 3.4915 0.10 -0.11 0.10
H 0.2273 3.0007 -0.4216 -0.05 -0.12 0.00
H 3.5054 -2.1117 3.6041 0.12 0.00 0.00
H -0.2498 -1.5627 -0.9160 -0.01 -0.11 -0.07
H 2.1380 -3.6721 1.3899 -0.04 0.06 -0.16
H 1.5358 -5.1445 2.1588 -0.10 -0.13 -0.07
H -1.0892 -4.3959 4.1590 -0.04 0.07 0.13
H 1.1926 6.3396 -1.0494 -0.01 0.01 0.01
H -1.4636 2.0574 -2.4045 0.03 -0.03 0.10
H -0.6620 3.4392 -5.4996 0.01 -0.01 0.01
H -2.7428 4.7103 -6.0145 -0.01 -0.01 -0.02
H -1.4404 -8.1133 2.2987 -0.21 -0.24 0.00
H -2.5819 -4.1226 3.2532 -0.12 0.01 -0.01
H 1.7673 4.8854 -0.2152 0.00 -0.02 0.02
H 1.5806 -5.1404 4.4353 -0.04 -0.05 -0.01
H 1.2045 -1.8265 0.0435 0.07 -0.14 -0.06
H 2.5181 5.3717 -1.7442 0.01 -0.01 0.00
H 2.0154 -1.6153 4.4104 0.03 0.03 0.15
H 2.1153 -1.5696 2.6512 0.02 0.09 -0.12
H 0.8826 -0.2347 -0.6590 0.17 0.06 -0.01
H -1.6248 5.7583 -5.1522 0.01 0.00 -0.02
H -2.0337 2.7544 -4.6412 0.01 -0.03 0.01
H 0.4587 5.5450 -3.7666 0.01 0.01 -0.02
H -2.9955 5.0402 -4.2972 -0.01 -0.01 0.00
```
Forces are in eV/Å.

## Properties
**Molecular weight**: 467.6 g mol⁻¹
**LUMO**: -1.21 eV
**F_max**: 0.54 eV/Å

3.
Entry from the OMol25 dataset: C4H4BiLiO5 as an isolated structure (the ωB97M-V functional and the def2-TZVPD basis).

The geometry in XYZ format:
```
15
Properties=species:S:1:pos:R:3:forces:R:3
Bi -1.7486 -1.5446 3.0507 -1.29 -5.61 3.92
O 1.2114 -0.5752 -0.1401 -1.74 -1.37 0.15
O 1.9525 1.2808 0.8568 -0.43 -0.49 0.49
O -0.5347 -0.0844 2.4174 0.81 3.51 -1.98
O 0.8866 1.3685 -1.1005 0.11 0.14 0.30
O -2.5263 -0.3697 1.6240 0.39 3.61 -2.57
C 0.0614 0.4954 -1.8865 -0.20 -0.06 -0.46
C -1.4418 0.3154 1.5220 -0.83 -2.03 0.82
C 1.4061 0.7208 -0.0772 -0.16 1.18 -0.53
C 0.2201 -0.8755 -1.2187 1.58 -0.20 -0.97
Li 1.0657 0.8437 2.5072 1.45 0.74 -0.28
H -0.9653 0.8733 -1.8297 0.27 -0.04 -0.13
H 0.4155 0.5155 -2.9213 -0.11 0.02 0.25
H -0.7374 -1.3425 -0.9708 0.25 0.27 1.05
H 0.7349 -1.6215 -1.8332 -0.11 0.34 -0.07
```
Forces are in eV/Å.

## Properties
**Molecular weight**: 348.0 g mol⁻¹
**Energy relative to the best compared isomer or geometry (same formula, charge and spin)**: 58.25 kcal per mole
**LUMO (spin up / spin down)**: -11.41 / -12.66 eV
**Total charge**: +2
**F_max**: 6.97 eV/Å

4.
Entry from the OMol25 dataset: a 5-piece molecular cluster, C12H32IO4 overall (the ωB97M-V functional and the def2-TZVPD basis).

The geometry in XYZ format:
```
49
Properties=species:S:1:pos:R:3:forces:R:3
I 0.1957 -0.6730 0.3171 -0.09 -0.06 0.04
O 1.6483 1.8879 2.7558 -0.43 1.00 0.40
O -1.3138 2.4600 -1.0585 -0.70 -0.94 -0.13
O 2.8870 1.8343 0.0459 0.20 -0.12 -0.45
O -0.4693 -3.9743 -1.1642 0.29 -0.43 -0.15
C -1.3625 -4.7717 0.9323 0.59 0.00 -0.26
C 4.4030 0.3224 -1.1251 -0.67 0.47 0.46
C -2.8790 -4.0096 -0.9852 0.06 -1.71 -1.00
C 3.6444 1.6768 -1.1212 0.66 -0.77 -1.59
C -1.5507 -4.6738 -0.6017 -0.58 0.44 1.53
C -3.2665 1.1294 -1.7176 0.97 0.52 0.64
C 0.7239 2.1271 3.8561 0.70 -1.87 -1.96
C -2.1334 2.0444 -2.1791 -0.22 1.59 0.57
C -0.7115 2.1165 3.3441 0.24 -0.21 0.20
C 2.7859 1.8253 -2.3801 0.66 0.84 -0.21
C -1.2699 1.4779 -3.2772 0.06 0.01 0.35
C 1.0083 0.9509 4.7722 -1.31 0.84 2.19
H -0.8233 0.5559 -2.8959 -0.08 -0.16 -0.30
H -0.9970 1.1373 2.9530 0.09 -0.11 0.18
H -1.3356 2.3669 4.2061 -0.41 0.16 -0.33
H 1.4005 1.0212 2.3988 0.06 0.14 -0.26
H -3.6677 -4.4042 -0.3415 -0.10 0.73 0.31
H -2.5637 3.0170 -2.4458 -0.10 -0.17 -0.65
H -3.9411 0.8328 -2.5164 0.16 -0.30 -0.06
H -3.8322 1.6605 -0.9500 -0.12 -0.03 -0.05
H 5.0692 0.1838 -1.9774 0.03 0.22 -0.04
H -0.8115 2.7955 2.4973 -0.13 0.31 0.28
H 3.4664 1.8902 -3.2380 -0.11 -0.74 -0.14
H -2.7987 -2.9388 -1.1405 -0.15 0.11 0.57
H -1.8702 1.3240 -4.1751 0.15 -0.22 -0.09
H -2.7339 0.3184 -1.2091 -0.56 -0.53 -0.27
H -1.3238 1.6942 -0.4600 0.63 0.17 0.11
H 0.3355 1.0573 5.6452 0.15 -0.15 0.03
H -0.2670 -3.2123 -0.5924 0.00 0.11 -0.20
H -0.4484 2.1637 -3.4836 -0.06 0.05 -0.11
H -0.5008 -5.4278 1.0815 0.18 0.28 0.22
H 2.0401 1.0353 -2.4624 0.01 0.01 -0.16
H 2.0100 0.9555 5.1958 0.18 -0.05 -0.38
H -2.1613 -5.2066 1.5357 -0.37 0.03 -0.45
H 4.9712 0.3589 -0.1944 0.12 -0.52 -0.06
H 2.1520 1.2087 -0.1082 -0.13 0.25 0.67
H 0.7366 -0.0215 4.3649 0.25 0.13 -0.52
H -3.1411 -4.4578 -1.9525 -0.02 0.42 -0.20
H 0.9038 3.1219 4.2638 0.54 -0.19 0.18
H -1.5372 -5.7132 -0.9390 0.07 0.13 -0.51
H 4.4694 2.3913 -1.2388 -0.43 0.58 0.76
H -1.1491 -3.7756 1.3271 0.08 -0.04 0.10
H 3.6825 -0.4987 -1.1194 0.09 -0.08 0.19
H 2.3262 2.8157 -2.4423 -0.42 -0.16 0.52
```
Forces are in eV/Å.

## Properties
**Molecular weight**: 367.3 g mol⁻¹
**Energy relative to the best compared isomer or geometry (same formula, charge and spin)**: 19.24 kcal per mole
**LUMO**: 3.18 eV
**Total charge**: -1
**F_max**: 2.80 eV/Å

5.
Entry from the OMol25 dataset: H35O17 as an isolated structure (the ωB97M-V functional and the def2-TZVPD basis).

The geometry in XYZ format:
```
52
Properties=species:S:1:pos:R:3:forces:R:3
O 3.8730 1.6884 -2.5708 -0.24 0.00 -5.99
O -1.1500 -1.3222 2.0805 -1.08 6.26 -2.08
O -4.0345 -2.7128 0.3737 0.36 -1.29 1.17
O -2.4002 -1.5167 4.3862 6.54 1.62 3.29
O 0.7101 3.9965 -2.5762 4.89 -5.26 3.50
O -1.2799 3.0585 -0.2979 -1.70 3.29 -3.03
O 1.3525 2.5806 0.8729 -0.49 0.49 -0.86
O 3.3466 -0.4273 1.6121 1.00 -1.56 3.81
O -0.0888 -4.0345 1.7792 -4.29 -3.10 -4.35
O 1.1761 -0.1094 2.1405 -2.27 4.22 0.43
O 0.6154 -3.4717 -0.8118 0.85 -2.17 0.53
O 2.3741 -0.6092 -1.1380 -1.27 -1.44 -0.64
O -1.0946 0.9455 -4.7405 -1.67 -1.08 6.96
O -1.7841 0.0133 -1.9474 -4.60 -0.22 -1.30
O 0.6002 -1.2291 4.9241 -5.72 -3.60 -2.16
O -0.6128 0.4153 0.2576 -4.59 -1.69 0.68
O -1.4173 3.8976 -3.9182 1.09 -1.32 0.86
H 2.2493 -1.5209 -1.5766 0.00 1.94 1.16
H 0.7107 -3.1788 0.1387 -0.21 -1.18 -1.54
H -1.1153 -2.2056 2.0395 0.80 -5.86 -0.31
H -2.2111 3.4090 -3.8150 -2.16 0.02 -0.60
H -0.8175 1.1489 -5.5436 1.38 1.04 -5.86
H -1.8649 3.7677 -0.8280 0.49 -2.37 2.18
H -4.8915 -2.4006 0.6285 -1.02 1.07 -0.26
H -0.6581 -0.5491 1.0440 0.06 0.97 -0.38
H 0.1747 0.4873 -0.1817 3.71 0.69 -0.88
H 0.0565 -4.9904 1.7734 0.37 0.65 0.61
H -2.6441 0.3006 -2.5099 2.58 -1.15 2.39
H 3.9202 1.4403 -1.7334 0.23 -0.95 6.44
H -2.9810 -2.1599 4.2587 -4.61 -4.20 -1.05
H -1.1899 0.6323 -2.2825 2.15 1.70 -1.65
H -0.5532 3.4500 -0.8150 1.09 -0.79 0.33
H 1.4988 -0.3902 -0.7270 1.58 -0.85 -0.62
H 3.9632 -1.1483 1.7230 0.48 -0.11 -0.18
H 0.9991 0.9244 2.0954 0.07 -2.91 -0.36
H -2.0449 -1.1795 1.7082 -0.21 0.06 0.83
H -0.0005 -0.8685 4.2288 1.63 0.55 0.94
H 1.1989 3.3595 0.2622 0.88 -1.24 1.44
H -4.0724 -3.5077 0.9549 0.77 0.33 -0.81
H 0.7776 -4.5081 -0.8475 -0.49 3.51 0.44
H -1.8283 0.3316 -4.6720 0.26 -0.05 -1.03
H 1.5098 3.4381 -2.9723 -2.19 1.61 1.64
H 3.4634 -0.0914 0.7863 0.50 1.18 -3.84
H -1.2747 0.4624 -0.6175 0.39 -0.74 2.44
H 3.9268 0.7731 -2.9304 -0.16 1.07 -0.51
H 0.4754 4.4568 -3.2861 -1.93 3.55 -4.56
H -0.8986 3.1759 -3.4738 0.36 1.29 -0.67
H 1.6714 -0.0885 2.9576 0.56 -0.70 0.10
H 1.3410 -0.8699 5.2433 3.92 3.01 1.16
H -1.6949 -2.0854 4.9601 -2.11 2.45 -1.76
H 2.2360 2.5615 1.2644 -0.05 0.67 -0.53
H 0.3824 -3.5393 2.3191 4.06 2.59 4.48
```
Forces are in eV/Å.

## Properties
**Molecular weight**: 307.3 g mol⁻¹
**Energy relative to the best compared isomer or geometry (same formula, charge and spin)**: 198.60 kcal per mole
**LUMO**: -2.84 eV
**Total charge**: +1
**F_max**: 7.99 eV/Å

6.
Entry from the OMol25 dataset: a 2-piece molecular cluster, C3H11NS overall (the ωB97M-V functional and the def2-TZVPD basis).

The geometry in XYZ format:
```
16
Properties=species:S:1:pos:R:3:forces:R:3
S 2.6111 1.5742 0.1485 0.41 -0.43 2.90
N -2.3679 -0.7514 1.7188 -0.11 -0.21 1.22
C -1.5275 -1.3614 0.6780 -0.64 0.64 -1.07
C 3.9126 2.0717 -1.0369 -1.42 -0.44 -2.11
C -2.1328 -0.9616 -0.6869 -1.03 -1.09 0.24
H 4.7803 1.4634 -0.7852 -0.19 0.15 0.23
H -1.6313 -1.1706 -1.6402 0.72 0.23 0.60
H -1.8800 -0.7683 2.6204 0.27 0.37 -0.46
H 4.1126 3.1396 -1.0190 -0.07 -0.07 0.31
H -0.5216 -0.9253 0.6851 0.03 -0.82 0.61
H -3.0063 -1.6304 -0.7831 -0.29 0.77 -0.03
H -1.7070 -2.4267 0.8005 1.48 -0.37 -0.27
H -3.0892 -1.4401 1.9467 -0.24 0.42 -0.44
H 1.2632 1.3045 0.0096 0.93 0.61 -1.79
H 3.6118 1.8043 -2.0690 0.32 0.17 0.46
H -2.4280 0.0782 -0.5874 -0.18 0.07 -0.39
```
Forces are in eV/Å.

## Properties
**Molecular weight**: 93.2 g mol⁻¹
**Energy relative to the best compared isomer or geometry (same formula, charge and spin)**: 42.36 kcal per mole
**LUMO**: 0.71 eV
**SMILES**: CCN.CS
**F_max**: 2.96 eV/Å